{"formula": "C13H23CeCl3NO4P2", "method": "wB97M-V/def2-TZVPD", "total_charge": 2, "homo_energy_ev": [-15.1, -15.8], "multiplicity": 2, "energy_ev": -92591.1889, "species": ["Ce", "P", "C", "C", "N", "C", "C", "C", "C", "C", "P", "H", "H", "H", "H", "H", "H", "H", "H", "O", "H", "H", "O", "H", "C", "H", "H", "H", "C", "H", "H", "H", "C", "H", "H", "H", "C", "H", "H", "H", "Cl", "C", "Cl", "Cl", "C", "O", "O"], "coordinates": [[0.892454, 0.881613, 0.430854], [0.221076, -1.089392, 2.253924], [-1.032104, -1.989214, 1.451089], [-1.759638, -1.441489, 0.350369], [-1.265024, -0.338844, -0.349392], [-1.998470, 0.159110, -1.371658], [-3.258676, -0.350665, -1.714600], [-3.762478, -1.455435, -1.021341], [-3.010788, -2.006110, -0.008975], [-1.474676, 1.373027, -2.168803], [0.356931, 1.540032, -2.156580], [-3.363292, -2.848314, 0.572999], [-3.810989, 0.120875, -2.514185], [-4.741310, -1.862505, -1.274435], [-1.812758, 1.346710, -3.214941], [-1.884612, 2.306527, -1.741638], [-0.060567, -4.065750, -0.119585], [-1.425925, -2.929946, 1.870548], [2.331450, -2.984424, -1.683458], [0.612892, -4.402129, -0.745036], [0.514267, -5.367959, -0.671464], [2.539615, 0.066413, -0.001107], [3.013009, -2.267958, -1.744533], [2.567903, -1.543469, -2.198072], [0.914293, 0.474115, -3.508226], [0.545835, 0.784098, -4.493281], [2.018252, 0.473539, -3.521206], [0.592425, -0.564106, -3.309483], [0.759297, 3.255417, -2.613180], [1.860241, 3.356149, -2.631899], [0.354676, 3.571237, -3.586477], [0.381123, 3.932858, -1.825491], [-0.429991, -0.282319, 3.749070], [-0.728808, -1.033353, 4.489972], [0.304783, 0.402704, 4.194965], [-1.308393, 0.318049, 3.465484], [1.751303, -1.990573, 2.636601], [2.479163, -1.340921, 3.145299], [1.550614, -2.855964, 3.274731], [2.223106, -2.329359, 1.699463], [2.491796, 4.613333, 3.292495], [1.761400, 3.369050, 2.366859], [2.178146, 3.578496, 0.592748], [2.414688, 1.711355, 2.880345], [0.202336, 3.304147, 2.498938], [-0.399599, 4.010681, 3.283537], [-0.304975, 2.390662, 1.688756]], "forces_ev_per_a": [[-0.755, 1.256, 1.876], [1.254, 1.296, 0.439], [-1.316, -1.051, -0.391], [-0.037, 0.311, -0.241], [-0.183, -0.146, -0.191], [0.233, 0.304, 0.056], [0.261, -0.430, 0.383], [-0.163, 0.464, -0.436], [0.617, 0.026, 0.413], [-0.211, -0.006, 0.390], [-0.487, 0.335, -1.661], [-0.063, -0.006, -0.136], [-0.062, -0.069, -0.024], [0.269, 0.083, 0.064], [-0.046, -0.135, 0.310], [0.032, -0.346, -0.020], [0.545, -0.266, -0.543], [0.194, 0.464, -0.201], [0.790, 0.659, -0.087], [-0.692, -0.003, 0.683], [0.217, 0.384, -0.192], [0.395, -0.133, -0.082], [-1.098, -0.563, 0.321], [0.140, -0.191, -0.129], [0.536, -0.579, 0.014], [0.005, 0.033, 0.264], [-0.391, 0.049, -0.120], [0.034, 0.392, -0.131], [0.089, 0.393, 0.189], [-0.450, -0.066, -0.081], [0.086, -0.227, 0.296], [0.101, -0.241, -0.389], [-0.536, -0.164, 0.308], [0.042, 0.197, -0.054], [-0.087, -0.366, -0.232], [0.241, -0.234, 0.086], [0.011, -0.639, -0.082], [-0.423, -0.040, -0.074], [0.140, 0.043, -0.043], [-0.229, 0.021, 0.277], [-0.044, -0.207, -0.101], [0.290, 0.374, 0.356], [-0.010, -0.243, 0.375], [-0.135, 0.530, -0.407], [-1.611, 0.742, 1.049], [1.433, -1.372, -1.568], [1.078, -0.633, -0.532]], "lowdin_charge": [0.6800, 0.7767, -0.1622, -0.2933, 0.0109, -0.2664, 0.0347, 0.0114, 0.0264, -0.2367, 0.7756, 0.1331, 0.1339, 0.1397, 0.1146, 0.1215, 0.0186, 0.1140, 0.0377, -0.0573, 0.0673, -0.0701, -0.0655, -0.0145, -0.2205, 0.0767, 0.0688, 0.0647, -0.2321, 0.0672, 0.0778, 0.0530, -0.2015, 0.0724, 0.0428, 0.0714, -0.2066, 0.0579, 0.0704, 0.0625, 0.7882, -1.3344, 0.7021, 0.6945, -0.6946, 0.1437, -0.2546]}